(1)
Below is C27H27BrCl3GeN3O4TeW as an isolated structure, with properties calculated with the ωB97M-V functional and the def2-TZVPD basis.

Calculated values
- LUMO level (spin up / spin down): -4.09 / -5.27 eV
- Spin multiplicity: 4
- Relative energy (zero: lowest compared OMol25 entry of this formula, charge and spin): 140.60 kJ/mol
- F_max: 1.80 eV Å⁻¹
- Total charge: +1

Cartesian coordinates (Å):
W: 0.020151 0.473994 -0.407686
C: 1.829214 0.003624 4.524082
C: 1.705081 0.372617 3.072652
N: 2.623089 0.098615 2.197386
O: 3.756896 -0.530141 2.639630
C: 0.539287 1.031628 2.573200
C: -0.665189 1.259439 3.433041
N: 0.576160 1.534612 1.305441
O: -0.686099 1.846967 0.800971
H: 2.641282 0.556911 5.005334
H: 2.028007 -1.065197 4.641278
H: 0.923990 0.230047 5.076585
H: 3.762346 -0.562685 3.608722
H: -1.032331 0.323157 3.862321
H: -1.469571 1.710297 2.862487
H: -0.427167 1.925964 4.265651
N: -0.116178 -1.274904 -1.902802
C: -0.542661 -2.206662 -2.417595
C: -1.080769 -3.343674 -3.095179
C: -2.341757 -3.212818 -3.681919
C: -2.877428 -4.298638 -4.351060
C: -2.161635 -5.486713 -4.427602
C: -0.911227 -5.607291 -3.833720
C: -0.357825 -4.534210 -3.158798
H: -2.880733 -2.277646 -3.614080
H: -3.851003 -4.218140 -4.813862
H: -2.583163 -6.330816 -4.956862
H: -0.368239 -6.540016 -3.895324
H: 0.610492 -4.619891 -2.683405
Br: -0.495472 -4.325273 5.239510
C: -1.566842 -3.463024 3.950370
C: -2.951647 -3.519767 4.051126
C: -3.746707 -2.875182 3.113574
C: -3.165720 -2.167473 2.074441
C: -1.777484 -2.125658 1.986266
C: -0.965650 -2.771123 2.916893
C: -1.138174 -1.337200 0.934247
O: 0.139170 -1.262369 0.837326
O: -1.775810 -0.633273 0.090327
H: -3.405107 -4.066088 4.866951
H: -4.822897 -2.922691 3.205519
H: -3.769711 -1.644010 1.346359
H: 0.110753 -2.719263 2.829691
Cl: 0.806377 2.735933 -4.745820
Ge: 0.736385 1.491876 -2.940792
Cl: -1.574925 1.452807 -2.120295
Cl: 1.072365 3.076163 -1.338884
C: 5.161489 0.222941 -6.668165
C: 4.590594 0.195935 -5.280210
C: 4.623094 1.316043 -4.466584
C: 4.096211 1.317765 -3.178682
C: 4.230415 2.578067 -2.370703
C: 3.483551 0.140313 -2.713510
Te: 2.822677 0.091892 -0.691881
C: 3.483876 -1.024775 -3.496881
C: 2.926573 -2.342974 -3.032666
C: 4.036077 -0.971527 -4.766496
H: 5.629422 1.180962 -6.886036
H: 4.379301 0.052879 -7.409526
H: 5.910133 -0.560009 -6.795140
H: 5.085521 2.224465 -4.834749
H: 5.095916 3.143446 -2.711705
H: 4.366378 2.388499 -1.302500
H: 3.359788 3.224698 -2.474599
H: 2.770268 -2.396952 -1.952007
H: 3.599410 -3.156272 -3.303788
H: 1.967798 -2.531698 -3.518090
H: 4.044010 -1.873048 -5.370040

Atoms 1-3, force components in eV/Å:
-1.709 -0.383 -0.395
0.018 -0.002 0.037
0.212 -0.033 0.015

Results of the Mulliken charge analysis, in e, for atoms 1 through 5: 0.360, -2.164, 0.588, 0.212, -0.434

---

(2)
Below is C27H27BrFN5O4V as an isolated structure, with properties calculated with the ωB97M-V functional and the def2-TZVPD basis.

Calculated values
- LUMO level (spin up / spin down): -0.18 / -0.19 eV
- Spin multiplicity: 4
- F_max: 2.25 eV Å⁻¹
- Total charge: 0

Cartesian coordinates (Å):
V: -0.306991 0.628146 -0.296966
C: 3.143173 -2.321723 -3.716481
C: 1.702972 -2.007585 -3.437486
C: 0.696257 -2.787977 -3.990273
C: -0.617067 -2.414388 -3.803137
C: -0.886772 -1.296464 -3.028817
Br: -2.680355 -0.708441 -3.115453
N: 0.043399 -0.593309 -2.374792
C: 1.315792 -0.952188 -2.631240
H: 3.270522 -2.608733 -4.760469
H: 3.472889 -3.157554 -3.101043
H: 3.789187 -1.472844 -3.497640
H: 0.941109 -3.648368 -4.600616
H: -1.432894 -2.935093 -4.281276
H: 2.074156 -0.318038 -2.191604
C: 4.940488 0.762230 1.300867
C: 4.012264 0.404597 0.136495
C: 3.465543 -1.004193 0.210461
C: 4.339022 -2.072375 0.026816
C: 3.883991 -3.377738 0.023031
C: 2.527269 -3.627415 0.153552
C: 1.620475 -2.591114 0.332299
C: 0.162395 -2.909747 0.547812
C: -0.151339 -3.115219 2.034497
C: 2.098838 -1.273910 0.399341
N: 1.187874 -0.226542 0.714993
C: 1.388221 0.311428 1.897820
C: 0.550043 1.350927 2.301537
C: 0.413067 2.143755 3.456594
C: -0.632943 3.013903 3.198580
C: -1.090443 2.718985 1.901942
N: -0.386604 1.723718 1.360907
H: 5.347703 1.764924 1.167566
H: 5.775822 0.063897 1.359783
H: 4.408188 0.736632 2.252056
H: 4.575380 0.498135 -0.796793
H: 3.198378 1.126818 0.095492
H: 5.395526 -1.866676 -0.107050
H: 4.575988 -4.200916 -0.105347
H: 2.156480 -4.646741 0.126717
H: -0.080984 -3.818737 -0.007761
H: -0.469270 -2.102892 0.177703
H: 0.449952 -3.926475 2.446650
H: -1.207806 -3.349001 2.166836
H: 0.066664 -2.204597 2.594464
H: 2.173108 -0.075448 2.544015
H: 1.007965 2.081351 4.354681
H: -1.020828 3.778285 3.852338
H: -1.901378 3.199788 1.377488
F: -3.780402 5.903105 -0.030996
C: -4.441698 4.785880 0.294431
C: -4.002482 3.595344 -0.133312
N: -4.635093 2.421715 0.201976
C: -4.158749 1.112613 -0.239854
C: -2.648432 0.955349 -0.365048
O: -2.130058 -0.081377 0.134571
O: -1.933526 1.777561 -0.990219
C: -5.812787 2.425726 0.939677
O: -6.424173 1.416686 1.219300
N: -6.235279 3.677937 1.329772
C: -5.646633 4.923373 1.094347
O: -6.138392 5.943146 1.514822
H: -3.123452 3.510117 -0.755724
H: -4.590590 0.873917 -1.217046
H: -4.510079 0.374272 0.471702
H: -7.092598 3.689557 1.862514

Atoms 1-3, force components in eV/Å:
0.017 0.169 -2.248
0.006 0.037 0.119
0.080 -0.117 -0.079

Results of the Mulliken charge analysis, in e, for atoms 1 through 5: 0.551, -1.578, 0.929, -0.513, -0.654